A molecular structure, C6H10O in a non-equilibrium geometry. Source: the OMol25 dataset; level of theory: ωB97M-V/def2-TZVPD.

```
17
Properties=species:S:1:pos:R:3
C -1.8599 -0.1128 1.1053
C -1.7548 1.1322 0.4202
C -0.8965 -0.8732 -0.1165
C 0.6370 -1.0433 0.0983
C 1.6296 -0.6889 -1.0611
C 1.6231 0.6802 -0.3785
O 1.0758 0.1235 0.8224
H -1.2900 -0.1553 2.0351
H -2.8739 -0.5143 1.2174
H -2.5936 1.5027 -0.1821
H -0.9878 1.8594 0.6564
H -1.0777 -0.5633 -1.1452
H 0.9435 -1.9684 0.6261
H 2.6120 -1.1770 -0.9639
H 1.3101 -0.7639 -2.1053
H 2.5691 1.1776 -0.1624
H 0.9341 1.3846 -0.8663
```

The calculation puts the LUMO energy (alpha / beta) at 0.4 / 0.5 eV. The calculation puts the HOMO energy (alpha / beta) at -7.70 / -7.93 eV. As for the orbital gap (alpha / beta): 8.15 / 8.47 eV. The relative energy (zero: lowest compared OMol25 entry of this formula, charge and spin) is 111.1 kcal/mol.

---

C6H10O in the gas phase. Source: the OMol25 dataset; level of theory: ωB97M-V/def2-TZVPD.

```
17
Properties=species:S:1:pos:R:3
C 0.8659 -0.7760 -1.5006
C -1.1817 0.6153 -0.8656
O -1.9048 0.3477 0.1903
C -1.4815 -0.1232 1.3314
C -0.0305 -0.3807 1.5054
C 0.7725 0.6078 0.6413
C 0.3095 0.5008 -0.8244
H 1.0632 -1.5606 -0.7594
H 0.1566 -1.1857 -2.2259
H 1.8073 -0.5684 -2.0205
H -1.7482 1.0841 -1.6591
H -2.2630 -0.2491 2.0666
H 0.2410 -1.4100 1.2057
H 0.2360 -0.2929 2.5644
H 0.6089 1.6279 1.0089
H 1.8447 0.3965 0.7157
H 0.7041 1.3665 -1.3743
```

The calculation puts the LUMO energy (alpha / beta) at 1.1 / 1.1 eV. The calculation puts the HOMO energy (alpha / beta) at -6.74 / -6.75 eV. As for the orbital gap (alpha / beta): 7.80 / 7.82 eV. The relative energy (zero: lowest compared OMol25 entry of this formula, charge and spin) is 61.0 kcal/mol.

---

3 unconnected molecules or ions with the total composition C6H10O. Source: the OMol25 dataset; level of theory: ωB97M-V/def2-TZVPD.

```
17
Properties=species:S:1:pos:R:3
C 1.2037 -1.5780 -0.8153
C 1.4154 -1.0543 0.3894
O 1.1956 -1.6601 1.5879
H 0.8280 -2.5905 -0.9515
H 1.4059 -0.9851 -1.6995
H 1.7834 -0.0418 0.5280
H 0.8975 -2.5658 1.4248
C 0.6210 1.9819 -0.8911
C 1.6790 2.4029 -1.2780
H -0.3112 1.5888 -0.5321
H 2.6148 2.7840 -1.6257
C -1.9164 -0.2967 0.5528
C -2.5303 0.8685 0.7363
H -1.1990 -0.6878 1.2712
H -2.0987 -0.9042 -0.3311
H -3.2440 1.2610 0.0154
H -2.3450 1.4771 1.6184
```

Its SMILES is C=CO.C#C.C=C. The calculation puts the LUMO energy at 0.9 eV. The calculation puts the HOMO energy at -9.11 eV. As for the orbital gap: 10.05 eV. The relative energy (zero: lowest compared OMol25 entry of this formula, charge and spin) is 83.9 kcal/mol.

---

C6H10O in the gas phase. Source: the OMol25 dataset; level of theory: ωB97M-V/def2-TZVPD.

```
17
Properties=species:S:1:pos:R:3
C -1.4393 -0.5407 -0.6897
C -0.1246 -0.0644 -0.0558
C 0.7264 0.8789 -1.0135
C 1.0217 1.3872 0.3297
C -0.3099 1.1880 0.9091
O 1.8840 -0.8169 1.1293
C 0.6750 -1.2230 0.5611
H -1.2350 -1.2663 -1.4863
H -2.0071 0.2884 -1.1223
H -2.0696 -1.0292 0.0634
H 1.5581 0.4660 -1.5902
H 0.0156 1.4211 -1.6429
H 1.9470 0.1818 1.0132
H -1.1516 1.7683 0.5219
H -0.3732 1.0416 1.9905
H 0.8501 -1.9702 -0.2324
H 0.0322 -1.7107 1.3150
```

The calculation puts the LUMO energy at 0.2 eV. The calculation puts the HOMO energy at -8.44 eV. As for the orbital gap: 8.64 eV. The relative energy (zero: lowest compared OMol25 entry of this formula, charge and spin) is 91.4 kcal/mol.

---

A molecular structure, C6H10O in a non-equilibrium geometry. Source: the OMol25 dataset; level of theory: ωB97M-V/def2-TZVPD.

```
17
Properties=species:S:1:pos:R:3
O 1.9440 -1.1090 0.9076
C 1.2858 -0.5804 -0.2326
C -0.0925 -1.2620 -0.3839
C -1.1165 -0.4536 0.4071
C -1.3353 0.8694 -0.3120
C 0.0247 1.5449 -0.2492
C 1.2859 0.9289 -0.1412
H 2.5070 -0.3957 1.2439
H 1.8766 -0.7840 -1.1443
H -0.0513 -2.3049 -0.0605
H -0.3324 -1.2507 -1.4574
H -0.6002 -0.1724 1.3741
H -2.0159 -0.9751 0.7307
H -1.6519 0.7673 -1.3581
H -2.0775 1.5004 0.1927
H 0.0117 2.6219 -0.4884
H 0.3379 1.0551 0.9716
```

The calculation puts the LUMO energy at 0.9 eV. The calculation puts the HOMO energy at -8.09 eV. As for the orbital gap: 8.95 eV. The relative energy (zero: lowest compared OMol25 entry of this formula, charge and spin) is 91.6 kcal/mol.

---

C6H10O in the gas phase. Source: the OMol25 dataset; level of theory: ωB97M-V/def2-TZVPD.

```
17
Properties=species:S:1:pos:R:3
C 2.0066 0.5661 -0.1888
C 0.9022 -0.4785 -0.2180
C 0.0524 -0.7138 1.0719
C -1.2040 -0.4083 0.2705
O -2.3632 -1.1380 0.4745
C -1.1467 0.9648 -0.2986
C -0.3827 -0.1520 -0.9806
H 2.8461 0.2415 0.4362
H 1.6447 1.5214 0.2082
H 2.3885 0.7499 -1.1996
H 1.3073 -1.4340 -0.5698
H 0.2501 -0.0492 1.9226
H 0.0800 -1.7523 1.4126
H -3.1193 -0.5672 0.3035
H -2.0343 1.2760 -0.8484
H -0.6410 1.7799 0.2207
H -0.5868 -0.4062 -2.0169
```

Its SMILES is C[C@H]1C[C@@]2(O)C[C@@H]12. The calculation puts the LUMO energy at 1.0 eV. The calculation puts the HOMO energy at -9.01 eV. As for the orbital gap: 9.98 eV. The relative energy (zero: lowest compared OMol25 entry of this formula, charge and spin) is 30.4 kcal/mol.

---

C6H10O in the gas phase. Source: the OMol25 dataset; level of theory: ωB97M-V/def2-TZVPD.

```
17
Properties=species:S:1:pos:R:3
C -2.3015 -0.4297 0.1316
C -0.9458 0.0130 -0.2824
O -0.6248 1.2834 -0.0532
C 0.7944 1.4710 -0.2649
C 1.4341 0.0629 -0.1808
C 1.6860 -0.4922 1.1266
C 0.2052 -0.7658 -0.6315
H -3.0437 0.3510 -0.0512
H -2.2816 -0.6466 1.2101
H -2.5978 -1.3429 -0.3902
H -0.4112 -0.3633 -1.6213
H 0.9138 1.9163 -1.2595
H 1.1457 2.1644 0.5042
H 2.2713 -0.0283 -0.8807
H 1.0411 -0.2284 1.9596
H 2.5532 -1.1123 1.3127
H 0.1616 -1.8525 -0.6292
```

The calculation puts the LUMO energy (alpha / beta) at 0.8 / 0.6 eV. The calculation puts the HOMO energy (alpha / beta) at -6.43 / -5.32 eV. As for the orbital gap (alpha / beta): 7.27 / 5.95 eV. The relative energy (zero: lowest compared OMol25 entry of this formula, charge and spin) is 108.1 kcal/mol.

---

A molecular structure, C6H10O in a non-equilibrium geometry. Source: the OMol25 dataset; level of theory: ωB97M-V/def2-TZVPD.

```
17
Properties=species:S:1:pos:R:3
C 1.8825 0.4144 -0.6931
C 0.5913 0.0218 -0.0128
C 0.2002 -1.3545 0.4645
C -1.2191 -1.1329 -0.1217
C -0.8392 0.3364 -0.4612
C -0.9991 1.3316 0.6721
O 0.0481 0.8667 1.4987
H 2.7475 0.1104 -0.0976
H 1.9985 -0.0508 -1.6909
H 1.9013 1.4945 -0.8470
H 0.7827 -2.2374 0.1912
H 0.1900 -1.2074 1.5401
H -2.0418 -1.2386 0.5927
H -1.4275 -1.7480 -1.0035
H -1.0722 0.7194 -1.4583
H -1.9923 1.3870 1.1416
H -0.7494 2.3290 0.2933
```

The calculation puts the LUMO energy at 1.0 eV. The calculation puts the HOMO energy at -9.06 eV. As for the orbital gap: 10.04 eV. The relative energy (zero: lowest compared OMol25 entry of this formula, charge and spin) is 58.4 kcal/mol.

---

C6H10O in the gas phase. Source: the OMol25 dataset; level of theory: ωB97M-V/def2-TZVPD.

```
17
Properties=species:S:1:pos:R:3
C -2.1338 -0.2893 0.0491
C -1.1068 0.7525 -0.3351
C -0.1136 1.2739 0.6689
C 0.3570 0.4473 -0.4951
C 0.9707 -0.9086 -0.2426
C 2.4475 -0.7713 0.0677
O 3.1353 0.1403 -0.3250
H -3.0868 0.1906 0.2979
H -1.8239 -0.8675 0.9266
H -2.3196 -0.9933 -0.7705
H -1.4793 1.4918 -1.0424
H 0.1314 2.3313 0.6943
H -0.1105 0.7919 1.6460
H 0.8697 0.9945 -1.2815
H 0.8877 -1.5614 -1.1265
H 0.4822 -1.4481 0.5783
H 2.8927 -1.5746 0.6898
```

Its SMILES is C[C@H]1C[C@H]1CC=O. The calculation puts the LUMO energy at 1.1 eV. The calculation puts the HOMO energy at -9.70 eV. As for the orbital gap: 10.77 eV. The relative energy (zero: lowest compared OMol25 entry of this formula, charge and spin) is 17.0 kcal/mol.

---

C6H10O in the gas phase. Source: the OMol25 dataset; level of theory: ωB97M-V/def2-TZVPD.

```
17
Properties=species:S:1:pos:R:3
O 2.2597 -0.6631 -0.1944
C 1.2069 -0.1700 0.4540
C -0.0119 -1.0704 0.5066
C -1.3334 -0.4751 -0.0094
C -1.2505 0.1097 -1.4180
C 0.2175 1.7275 1.5148
C 1.3372 1.1201 0.9362
H 2.0503 -1.5238 -0.5826
H -0.3514 0.7235 -1.5357
H -0.1671 -1.3807 1.5451
H 0.2187 -1.9761 -0.0756
H -1.6085 0.3005 0.7065
H -2.1041 -1.2587 0.0200
H -1.2538 -0.6589 -2.2014
H -2.1031 0.7722 -1.5886
H 0.4208 2.8094 1.5632
H 2.2766 1.6139 0.6833
```

The calculation puts the LUMO energy at -0.1 eV. The calculation puts the HOMO energy at -7.71 eV. As for the orbital gap: 7.64 eV. The relative energy (zero: lowest compared OMol25 entry of this formula, charge and spin) is 77.2 kcal/mol.

---

2 unconnected molecules or ions with the total composition C6H10O. Source: the OMol25 dataset; level of theory: ωB97M-V/def2-TZVPD.

```
17
Properties=species:S:1:pos:R:3
C -1.5406 1.1368 1.5958
C -0.5325 0.6111 0.6336
C 0.6693 1.1465 0.2895
C 1.2745 0.4838 -0.8393
C 0.5183 -0.8107 -0.9464
C -0.7930 -0.6561 -0.1468
O -1.2073 -1.7335 0.6693
H -1.9681 0.3111 2.1738
H -2.3690 1.6021 1.0458
H -1.1150 1.8852 2.2694
H 1.0693 2.0572 0.7326
H 3.4881 -0.6357 -2.9313
H 3.0538 -0.2296 -2.4755
H 0.3762 -1.1332 -1.9837
H 1.1649 -1.5746 -0.4857
H -1.6235 -0.4948 -0.8449
H -0.4654 -1.9657 1.2440
```

The calculation puts the LUMO energy at -0.4 eV. The calculation puts the HOMO energy at -8.18 eV. As for the orbital gap: 7.74 eV. The relative energy (zero: lowest compared OMol25 entry of this formula, charge and spin) is 93.3 kcal/mol.

---

C6H10O in the gas phase. Source: the OMol25 dataset; level of theory: ωB97M-V/def2-TZVPD.

```
17
Properties=species:S:1:pos:R:3
C 0.2999 0.6283 -1.9877
C -0.4436 -0.4486 -1.2301
C 0.2867 -1.4728 -0.4051
C -0.5569 -0.4258 0.2702
C 0.0873 0.6659 1.0907
C -0.1081 0.4920 2.5790
O -0.8091 -0.3462 3.0922
H 0.5841 0.2795 -2.9865
H 1.2208 0.9261 -1.4738
H -0.3195 1.5251 -2.1108
H -1.3292 -0.8155 -1.7465
H -0.0659 -2.5002 -0.4078
H 1.3680 -1.3708 -0.3259
H -1.5004 -0.7693 0.6865
H -0.3205 1.6594 0.8429
H 1.1670 0.7451 0.9044
H 0.4393 1.2278 3.2082
```

Its SMILES is C[C@H]1C[C@H]1CC=O. The calculation puts the LUMO energy at 1.0 eV. The calculation puts the HOMO energy at -9.77 eV. As for the orbital gap: 10.80 eV. The relative energy (zero: lowest compared OMol25 entry of this formula, charge and spin) is 16.1 kcal/mol.

---

The highest relative energy (zero: lowest compared OMol25 entry of this formula, charge and spin) belongs to which entry?
number 1

---

Look up the relative energy (zero: lowest compared OMol25 entry of this formula, charge and spin) of the ninth one.
17.0 kcal/mol

---

Which of these has the highest relative energy (zero: lowest compared OMol25 entry of this formula, charge and spin)?
number 1